(1)
{"formula": "C32H44BrN3P2V", "method": "ωB97M-V/def2-TZVPD", "charge": 4, "spin_multiplicity": 2, "gap_ha": [0.1281, 0.1337], "s2": 0.826, "lumo_ev": [-15.022, -14.824], "species": ["C", "C", "C", "C", "N", "C", "C", "C", "C", "C", "C", "C", "C", "C", "V", "P", "H", "H", "H", "H", "H", "H", "H", "H", "C", "C", "H", "H", "H", "H", "H", "C", "C", "H", "H", "H", "H", "H", "C", "C", "H", "H", "H", "H", "H", "Br", "P", "C", "C", "H", "H", "H", "H", "H", "C", "C", "H", "H", "H", "H", "H", "C", "C", "H", "H", "H", "H", "H", "N", "C", "N", "C", "C", "C", "C", "C", "C", "H", "H", "H", "H", "H", "H"], "xyz": [[-4.49, -2.53, -2.19], [-3.13, -2.74, -2.54], [-2.94, -3.15, -3.88], [-3.91, -2.80, -4.83], [-5.08, -2.27, -4.50], [-5.39, -2.14, -3.20], [-2.10, -2.46, -1.59], [-1.05, -2.57, -0.75], [-0.51, -2.11, 0.55], [0.10, -0.83, 0.66], [0.77, -0.45, 1.85], [1.01, -1.39, 2.91], [0.28, -2.61, 2.82], [-0.52, -2.91, 1.72], [-1.53, -0.81, -0.91], [0.42, 3.27, 0.52], [-2.04, -3.66, -4.23], [-4.83, -2.55, -1.15], [-3.73, -2.93, -5.89], [-6.35, -1.71, -2.92], [-1.15, -3.80, 1.73], [0.16, -0.12, -0.23], [0.33, -3.31, 3.65], [1.17, 0.56, 1.93], [1.40, 3.71, 2.04], [2.78, 4.34, 1.86], [1.50, 2.76, 2.58], [0.76, 4.36, 2.65], [3.21, 4.54, 2.85], [3.47, 3.67, 1.34], [2.75, 5.30, 1.32], [1.57, 3.62, -0.88], [0.88, 3.52, -2.24], [2.38, 2.87, -0.80], [2.02, 4.61, -0.72], [1.63, 3.36, -3.03], [0.18, 2.68, -2.28], [0.34, 4.44, -2.48], [-0.73, 4.71, 0.37], [-0.08, 6.08, 0.26], [-1.40, 4.67, 1.25], [-1.35, 4.50, -0.51], [-0.88, 6.84, 0.19], [0.53, 6.34, 1.13], [0.53, 6.18, -0.64], [2.15, -1.01, 4.25], [2.67, -2.10, -1.26], [2.81, -0.34, -0.88], [4.26, 0.15, -1.00], [2.42, -0.15, 0.12], [2.16, 0.20, -1.58], [4.29, 1.23, -1.21], [4.82, -0.04, -0.07], [4.78, -0.35, -1.83], [2.76, -3.00, 0.32], [4.15, -3.64, 0.48], [1.97, -3.77, 0.34], [2.52, -2.31, 1.14], [4.33, -3.93, 1.53], [4.23, -4.53, -0.14], [4.95, -2.94, 0.19], [1.36, -2.78, -2.27], [1.93, -3.67, -3.39], [0.77, -1.94, -2.66], [0.68, -3.35, -1.61], [1.11, -4.21, -3.88], [2.44, -3.05, -4.13], [2.64, -4.40, -2.99], [-3.65, -1.65, 2.26], [-3.39, -1.80, 0.95], [-2.87, -0.63, 0.43], [-2.87, 0.31, 1.50], [-2.31, 1.59, 1.56], [-2.14, 2.16, 2.84], [-2.54, 1.45, 3.99], [-3.12, 0.18, 3.92], [-3.31, -0.35, 2.65], [-3.90, -2.42, 2.87], [-3.48, -2.75, 0.45], [-2.05, 2.12, 0.64], [-1.70, 3.15, 2.96], [-2.40, 1.91, 4.98], [-3.45, -0.41, 4.78]], "mulliken_charge": [-0.37, 0.17, -0.57, -0.35, -0.42, -0.53, 0.96, -1.49, 1.70, 1.90, -0.61, -0.81, -0.73, -0.37, -0.06, 1.03, 0.51, 0.41, 0.41, 0.39, 0.67, 0.02, 0.65, -0.13, -0.72, -1.42, 0.44, 0.50, 0.43, 0.29, 0.32, -0.32, -1.38, -0.06, 0.54, 0.41, 0.18, 0.34, -0.64, -1.31, 0.45, 0.46, 0.42, 0.28, 0.31, 0.13, -0.11, 0.61, -1.44, -0.35, 0.39, 0.37, 0.43, 0.42, 0.33, -1.25, 0.40, -0.13, 0.40, 0.39, 0.34, 0.18, -1.36, 0.24, 0.29, 0.37, 0.44, 0.37, 0.15, -0.71, -0.14, 0.57, -0.56, -0.60, -0.94, -0.90, 0.42, 0.33, 0.63, 1.02, 0.35, 0.49, 0.53]}



(2)
{"formula": "C32H44BrN3P2Zn", "method": "ωB97M-V/def2-TZVPD", "charge": 2, "gap_ha": [0.1753, 0.1547], "lumo_ev": [-8.093, -8.701], "e_above_lowest_ev": 0.0000, "species": ["C", "C", "C", "C", "N", "C", "C", "C", "C", "C", "C", "C", "C", "C", "Zn", "P", "H", "H", "H", "H", "H", "H", "H", "H", "C", "C", "H", "H", "H", "H", "H", "C", "C", "H", "H", "H", "H", "H", "C", "C", "H", "H", "H", "H", "H", "Br", "P", "C", "C", "H", "H", "H", "H", "H", "C", "C", "H", "H", "H", "H", "H", "C", "C", "H", "H", "H", "H", "H", "N", "C", "N", "C", "C", "C", "C", "C", "C", "H", "H", "H", "H", "H", "H"], "xyz": [[-7.92, 4.49, -2.97], [-6.58, 4.80, -3.28], [-6.34, 5.91, -4.11], [-7.44, 6.65, -4.58], [-8.69, 6.34, -4.26], [-8.94, 5.29, -3.48], [-5.49, 4.00, -2.77], [-4.56, 3.34, -2.36], [-3.49, 2.61, -1.86], [-3.56, 2.25, -0.50], [-2.47, 1.56, 0.04], [-1.41, 1.35, -0.82], [-1.33, 1.61, -2.17], [-2.42, 2.29, -2.72], [-0.10, 0.20, -0.03], [0.76, 1.83, 1.42], [-5.34, 6.21, -4.40], [-8.17, 3.64, -2.34], [-7.29, 7.52, -5.22], [-9.98, 5.07, -3.26], [-2.45, 2.59, -3.77], [-4.43, 2.51, 0.11], [-0.47, 1.28, -2.77], [-2.48, 1.21, 1.08], [2.47, 1.51, 2.01], [3.29, 2.72, 2.45], [2.95, 0.99, 1.16], [2.38, 0.78, 2.83], [4.25, 2.36, 2.85], [3.53, 3.40, 1.62], [2.81, 3.29, 3.25], [0.82, 3.41, 0.49], [0.02, 4.59, 1.04], [0.45, 3.15, -0.51], [1.88, 3.69, 0.36], [0.13, 5.44, 0.35], [-1.05, 4.36, 1.12], [0.39, 4.91, 2.02], [-0.30, 2.06, 2.89], [0.35, 2.74, 4.09], [-0.64, 1.05, 3.17], [-1.19, 2.62, 2.57], [-0.40, 2.83, 4.89], [1.19, 2.17, 4.49], [0.69, 3.76, 3.87], [1.87, -0.22, -1.26], [2.90, 3.05, -4.12], [3.03, 3.78, -2.44], [4.44, 4.32, -2.17], [2.76, 2.98, -1.73], [2.29, 4.59, -2.39], [4.43, 4.99, -1.31], [5.15, 3.51, -1.95], [4.83, 4.88, -3.03], [2.96, 1.25, -3.89], [3.54, 0.49, -5.09], [1.93, 0.91, -3.67], [3.57, 1.08, -3.00], [3.80, -0.53, -4.78], [2.82, 0.43, -5.91], [4.45, 0.98, -5.46], [1.18, 3.41, -4.64], [1.09, 4.68, -5.50], [0.56, 3.49, -3.73], [0.85, 2.54, -5.23], [0.12, 4.72, -6.01], [1.17, 5.59, -4.89], [1.87, 4.71, -6.27], [-2.24, -3.38, -0.60], [-1.65, -2.21, -0.94], [-1.14, -1.62, 0.14], [-1.43, -2.44, 1.24], [-1.11, -2.33, 2.60], [-1.47, -3.39, 3.45], [-2.13, -4.53, 2.95], [-2.47, -4.63, 1.59], [-2.12, -3.56, 0.78], [-2.70, -4.02, -1.24], [-1.60, -1.85, -1.97], [-0.59, -1.43, 2.93], [-1.24, -3.33, 4.51], [-2.37, -5.34, 3.64], [-2.98, -5.49, 1.16]], "mulliken_charge": [-0.44, 0.53, -0.44, -0.33, -0.55, -0.34, 0.16, -0.73, 0.87, -0.94, -0.14, 0.33, 0.06, -0.78, -0.48, 0.85, 0.39, 0.40, 0.37, 0.37, 0.53, 0.50, 0.61, 0.55, -0.73, -1.06, 0.47, 0.45, 0.40, 0.22, 0.23, 0.55, -1.55, -0.13, 0.19, 0.42, 0.29, 0.29, -0.47, -1.40, 0.37, 0.38, 0.44, 0.32, 0.23, -0.48, 0.24, 0.44, -1.42, -0.38, 0.50, 0.38, 0.36, 0.43, 0.15, -1.42, -0.15, 0.50, 0.38, 0.35, 0.38, -0.05, -1.33, -0.01, 0.51, 0.40, 0.33, 0.38, 0.02, -0.49, -0.11, 0.67, -0.38, -0.81, -0.44, -0.98, 0.64, 0.23, 0.46, 0.27, 0.41, 0.40, 0.39]}



(3)
{"formula": "C32H44Cl3N7O2PTi", "method": "ωB97M-V/def2-TZVPD", "charge": 0, "spin_multiplicity": 2, "gap_ha": [0.2829, 0.2879], "s2": 0.753, "lumo_ev": [0.441, 0.431], "e_above_lowest_ev": 0.6139, "species": ["Ti", "Cl", "C", "C", "C", "Cl", "C", "O", "C", "Cl", "C", "H", "H", "O", "P", "N", "C", "C", "C", "C", "N", "C", "C", "C", "C", "N", "C", "C", "C", "C", "H", "H", "H", "H", "H", "H", "H", "H", "H", "H", "H", "H", "H", "H", "H", "H", "H", "H", "H", "H", "H", "H", "H", "H", "C", "C", "C", "C", "C", "C", "C", "C", "N", "C", "C", "C", "C", "H", "H", "H", "H", "H", "H", "H", "H", "H", "H", "H", "H", "H", "H", "H", "H", "H", "H", "N", "C", "N", "C", "N"], "xyz": [[1.09, 0.29, -0.69], [-2.97, -0.38, -6.45], [-2.22, 0.03, -4.95], [-1.36, -0.88, -4.36], [-0.77, -0.54, -3.16], [0.32, -1.60, -2.33], [-1.01, 0.69, -2.49], [-0.48, 0.96, -1.34], [-1.89, 1.57, -3.15], [-2.19, 3.08, -2.38], [-2.49, 1.26, -4.36], [-1.16, -1.83, -4.82], [-3.16, 1.97, -4.82], [0.19, -0.72, 0.81], [-0.84, -1.69, 1.31], [-2.16, -1.75, 0.28], [-2.87, -0.48, 0.13], [-4.34, -0.85, -0.01], [-4.45, -2.14, 0.80], [-3.14, -2.83, 0.43], [-1.26, -1.16, 2.82], [-0.44, -0.20, 3.56], [-0.96, -0.28, 5.00], [-1.41, -1.74, 5.10], [-2.08, -1.94, 3.75], [-0.44, -3.30, 1.42], [0.56, -3.66, 2.44], [1.26, -4.89, 1.88], [1.17, -4.69, 0.36], [-0.22, -4.09, 0.21], [-2.51, 0.06, -0.75], [-2.70, 0.15, 1.01], [-4.57, -1.06, -1.06], [-5.01, -0.06, 0.33], [-5.32, -2.74, 0.54], [-4.48, -1.91, 1.87], [-3.26, -3.34, -0.53], [-2.82, -3.56, 1.17], [-0.56, 0.80, 3.13], [0.61, -0.47, 3.53], [-1.82, 0.38, 5.14], [-0.20, -0.01, 5.72], [-2.10, -1.92, 5.93], [-0.55, -2.39, 5.22], [-3.09, -1.51, 3.78], [-2.15, -2.98, 3.43], [0.06, -3.86, 3.39], [1.28, -2.85, 2.59], [0.72, -5.80, 2.16], [2.29, -4.96, 2.23], [1.28, -5.61, -0.20], [1.93, -3.98, 0.02], [-0.98, -4.89, 0.17], [-0.33, -3.47, -0.68], [1.26, 5.98, -3.08], [1.43, 4.49, -2.95], [1.33, 3.65, -4.05], [1.56, 2.28, -3.92], [1.46, 1.39, -5.12], [1.90, 1.78, -2.67], [1.87, 2.59, -1.50], [1.67, 3.96, -1.69], [1.98, 1.91, -0.32], [2.19, 2.58, 0.96], [0.94, 3.39, 1.39], [3.46, 3.46, 0.91], [2.45, 1.47, 1.99], [0.96, 6.26, -4.08], [2.21, 6.47, -2.85], [0.52, 6.34, -2.37], [1.07, 4.05, -5.02], [0.43, 1.37, -5.49], [2.10, 1.75, -5.92], [1.75, 0.36, -4.88], [2.21, 0.73, -2.56], [1.66, 4.64, -0.86], [0.23, 3.45, 0.56], [1.21, 4.39, 1.70], [0.43, 2.91, 2.22], [3.27, 4.42, 0.43], [4.23, 2.95, 0.35], [3.83, 3.65, 1.92], [1.66, 0.72, 1.90], [2.47, 1.87, 3.00], [3.42, 0.99, 1.79], [2.64, -0.90, -0.62], [3.12, -1.35, 0.36], [3.81, -1.89, 1.24], [3.67, -2.07, 2.51], [3.59, -2.29, 3.64]], "mulliken_charge": [-0.87, -0.23, 0.25, -0.84, 0.73, -0.26, -0.08, -0.11, 0.36, -0.23, -0.60, 0.49, 0.50, 0.92, -1.74, 0.59, -0.06, -0.85, -0.60, -0.52, 0.78, -0.08, -0.70, -0.75, -0.54, 0.36, 0.06, -0.84, -0.54, -0.43, -0.40, 0.45, 0.32, 0.44, 0.47, 0.10, 0.35, 0.32, -0.20, 0.15, 0.33, 0.42, 0.46, 0.23, 0.26, 0.39, 0.03, -0.11, 0.37, 0.44, 0.47, 0.09, 0.32, 0.16, -1.78, 0.54, -0.89, 1.28, -1.94, -1.01, 0.08, -0.19, 0.68, 2.01, -1.75, -1.93, -1.59, 0.39, 0.34, 0.36, 0.34, 0.27, 0.54, 0.25, 0.65, 0.46, 0.27, 0.47, 0.31, 0.43, 0.38, 0.49, -0.27, 0.57, 0.40, -0.17, 0.81, -0.82, 0.68, -0.67]}



Which of these has the lowest charge?
C32H44Cl3N7O2PTi



Among the records above, which one has the lowest charge?
C32H44Cl3N7O2PTi